A cluster of 2 separate species, C3HN3O2 in total in a non-equilibrium geometry. Source: the Open Molecules 2025 dataset; level of theory: ωB97M-V/def2-TZVPD.

Positions of all 9 atoms, in Å:
C -1.70 -0.16 0.09
C 1.32 -0.70 -0.19
C 1.84 2.83 -0.02
N 2.04 1.62 -0.03
N -2.61 -0.93 0.40
N 2.27 0.03 -0.11
O -0.93 0.71 0.27
O 0.61 -1.64 -0.23
H -2.82 -1.77 -0.17

ΔE to the lowest compared entry with this formula, charge and spin in kJ/mol: 159.1
2S+1: 3
Frontier orbital gap (spin up / spin down) in hartree: 0.313 / 0.245
E_HOMO (spin up / spin down) in eV: -8.3398 / -11.3454
Maximum force in eV/A: 5.15
E in Ha: -429.39694